ORCA calculation (ωB97M-V/def2-TZVPD) on a structure of composition C21H27N3O2 at a distorted geometry.

Geometry as XYZ:
```
53
Properties=species:S:1:pos:R:3:forces:R:3:mulliken_charge:R:1
C -6.66903 0.86774 1.06103 4.83 1.82 -5.64 -1.3717
H -6.86003 1.48050 1.81513 -1.51 2.23 3.37 0.4828
H -6.55549 1.57553 0.05302 -0.41 -1.47 2.37 0.1937
C -5.28511 0.23611 1.19528 -4.57 -2.16 2.11 -1.1991
H -5.33008 -0.51055 1.98047 -0.10 0.53 1.87 0.3718
H -4.67724 0.99046 1.42459 3.27 2.36 0.65 0.6894
C -4.96132 -0.74386 0.21971 4.50 6.09 -9.06 1.2800
C -3.41443 -0.89562 0.15037 -1.03 -0.99 2.47 0.2322
O -3.04884 -1.96687 0.57308 1.34 -1.91 -0.07 -0.6497
C -2.42828 0.14027 -0.00347 -2.66 5.99 -1.43 -0.0182
C -2.75893 1.61966 -0.56512 3.18 -8.53 3.10 -0.6421
N -1.64459 2.18656 -0.72267 1.89 -13.13 4.04 -0.0408
C -0.50806 1.15482 -0.19449 3.25 13.13 -3.40 0.4492
C -1.06647 0.23468 0.36396 -5.86 -10.01 2.27 -1.1140
H -0.63193 -0.68509 0.71314 0.33 0.11 0.72 0.5315
C 0.70155 1.98222 0.17038 0.92 -11.87 -2.07 0.6811
O 0.83110 3.07960 0.07700 -0.93 12.25 -0.15 -0.5182
N 1.85838 1.22671 0.29534 2.32 3.86 0.11 0.2003
C 2.16636 -0.01246 -0.15681 -13.31 -4.41 13.01 -0.0473
H 1.08045 -0.50853 -0.26652 2.36 0.54 -0.90 0.0751
H 2.40010 -0.64325 0.70288 0.78 -0.11 0.73 0.1933
C 2.94788 -0.19497 -1.09680 12.19 -6.13 -10.82 -0.9860
N 4.32159 0.46310 -0.90118 0.02 -8.05 -1.04 0.3171
C 5.26415 -0.30974 -0.12326 -2.81 -4.38 -9.31 1.1622
C 5.63052 -1.49439 -0.94372 2.67 -1.90 6.66 -0.8629
C 6.73770 -2.35393 -0.11757 -4.90 0.89 -4.76 -0.2824
C 7.42616 -1.99563 0.89952 -5.51 11.72 -0.16 -0.8776
C 7.17544 -0.35440 1.26774 0.10 -7.59 -0.87 -0.8618
C 6.03083 0.16479 0.82740 3.22 2.56 2.71 -0.3467
H 5.95833 1.16433 1.13957 -0.96 1.38 0.40 0.3377
H 7.73334 0.05618 2.03279 1.21 1.03 1.22 0.4362
H 8.18307 -2.39420 1.23855 7.23 -4.31 3.73 0.6149
H 6.89440 -3.34172 -0.42339 0.03 -1.47 -1.02 0.3581
H 5.05798 -2.25072 -1.52976 0.24 1.64 -0.02 0.2460
C 4.08179 1.68768 -0.68809 2.92 12.03 -1.63 -1.3389
H 5.10741 2.45400 -0.47002 -2.59 -2.33 -0.64 0.2346
C 3.17460 1.96986 0.30742 -4.39 2.66 12.40 -0.2681
H 2.92658 3.04273 0.88447 0.86 -2.14 -3.01 0.2914
H 3.55814 1.59391 1.41538 -0.09 0.05 -2.43 0.3535
H 3.55701 2.32200 -1.49816 1.22 -1.34 -0.55 0.2816
H 3.28496 -1.42977 -1.27921 -1.68 3.80 0.29 0.0384
H 2.51105 0.24505 -1.91558 -0.23 0.78 -3.10 0.5448
H -1.47794 2.99220 -0.91009 2.80 12.34 -3.13 -0.1503
H -3.65085 1.70201 -0.95381 -4.56 1.75 -1.92 0.8462
C -5.79648 -1.84898 -0.14179 4.28 -3.09 5.36 -1.1422
C -6.32689 -2.04359 -1.38211 -5.14 1.97 -3.03 -1.5818
H -7.10166 -1.25912 -1.40001 0.38 0.68 -1.52 0.3082
H -5.68313 -2.08825 -2.18962 1.41 0.52 -1.57 0.3792
H -7.02002 -2.81578 -1.52337 -0.49 -2.09 0.41 0.4981
H -5.13655 -2.69300 0.03126 0.62 -0.59 0.34 0.4875
H -6.34872 -1.95268 0.72746 -2.61 -0.49 1.28 0.7255
H -4.93890 0.00394 -0.92275 -0.57 -1.53 2.22 0.0450
H -7.27991 0.15044 0.75247 -3.47 -2.70 -0.59 0.4130
```
Forces are in eV/Å.

Results
HOMO-LUMO gap: 8.00 eV
HOMO: -7.82 eV
LUMO energy: 0.18 eV
E_tot: -1130.44112 a.u.
charge: 0

***

ORCA calculation (ωB97M-V/def2-TZVPD) on an isolated molecule of C21H27N3O3 at a distorted geometry.

Geometry as XYZ:
```
54
Properties=species:S:1:pos:R:3:forces:R:3:mulliken_charge:R:1
C 6.35368 -0.54770 2.87828 -0.41 -0.07 -0.03 -1.1078
C 4.97092 -0.88261 3.41966 0.37 0.26 0.37 -0.2585
O 4.03256 -1.08346 2.36523 -0.15 -0.16 -0.24 -0.3462
C 3.45994 0.01638 1.84740 0.05 0.18 0.15 0.3753
O 3.68123 1.13406 2.25106 0.03 -0.09 -0.01 -0.6432
C 2.52485 -0.29799 0.74844 -0.12 -0.11 -0.18 0.2338
C 2.28666 -1.60104 0.32299 0.10 0.28 0.17 -0.8816
C 1.39110 -1.85799 -0.69657 -0.27 -0.11 -0.34 -0.3842
C 0.71811 -0.80542 -1.31472 0.28 0.20 0.17 0.4463
O -0.19064 -0.92101 -2.30708 0.20 0.28 0.18 -0.4562
C -0.66594 -2.17754 -2.74395 -0.24 -0.52 -0.10 -0.8618
C -1.62212 -2.90733 -1.78554 0.07 0.32 0.06 -1.0218
C -2.68524 -2.03542 -1.08695 0.27 0.06 -0.08 0.3238
C -2.16478 -1.51273 0.25858 -0.35 -0.01 0.05 0.2988
C -3.21040 -0.61069 0.91679 0.41 -0.16 0.15 -1.6654
N -3.51858 0.49571 0.03803 -0.43 -0.09 0.10 0.0512
C -2.64893 1.54795 -0.07482 0.35 0.64 0.21 0.7755
C -1.79171 1.95882 0.97239 0.05 0.06 -0.12 -0.0441
C -1.00564 3.05846 0.75270 -0.31 -0.20 -0.31 -0.7709
C -1.10052 3.70566 -0.49076 0.13 -0.09 0.40 0.6066
C -0.26168 4.89741 -0.82270 -0.03 -0.02 0.03 -1.1067
N -1.93760 3.27561 -1.41347 0.57 0.88 -0.36 -0.9020
N -2.68603 2.23257 -1.22063 -0.59 -1.00 0.13 -0.0842
C -4.14731 0.02172 -1.18106 -0.10 0.02 -0.47 -1.3625
C -3.18275 -0.87666 -1.95873 -0.24 -0.04 0.20 -0.5796
C 0.97457 0.50905 -0.90207 -0.13 -0.22 -0.17 -0.0663
C 1.86086 0.75620 0.11698 0.11 -0.18 0.11 -0.6169
H 6.69203 -1.32802 2.20056 0.08 -0.06 -0.03 0.2937
H 7.05667 -0.46117 3.70180 0.11 0.01 0.08 0.3818
H 6.32102 0.39708 2.34130 0.05 0.06 -0.01 0.3105
H 4.61267 -0.07313 4.06461 0.04 -0.21 -0.05 0.3168
H 4.98194 -1.82383 3.97395 -0.04 0.13 -0.06 0.3121
H 2.80503 -2.41740 0.80090 0.03 -0.07 0.02 0.4645
H 1.22294 -2.87769 -1.00572 -0.05 -0.09 -0.04 0.3550
H -1.19456 -1.93792 -3.67017 0.10 -0.07 0.09 0.4164
H 0.17190 -2.84156 -2.99275 -0.06 0.11 -0.05 0.4884
H -1.04926 -3.42133 -1.01083 -0.01 -0.12 -0.02 0.2898
H -2.11764 -3.67291 -2.38617 0.06 -0.07 -0.04 0.4904
H -3.54284 -2.68489 -0.86682 0.01 0.03 0.01 0.5274
H -1.92932 -2.35188 0.91729 0.08 -0.03 0.00 0.5921
H -1.25449 -0.92978 0.11284 0.05 -0.02 0.06 -0.5086
H -2.85937 -0.25236 1.88408 -0.10 -0.04 0.00 0.4188
H -4.13752 -1.16810 1.08426 0.05 0.06 0.06 0.4713
H -1.74876 1.43628 1.91488 0.00 -0.05 0.04 0.3184
H -0.32527 3.42078 1.50971 0.05 0.01 0.08 0.4311
H -0.48328 5.22595 -1.83376 0.01 0.03 -0.04 0.3579
H -0.46803 5.71023 -0.12769 0.05 0.11 0.01 0.3289
H 0.79610 4.64852 -0.74741 0.10 0.07 -0.02 0.2353
H -4.41849 0.88753 -1.78356 -0.11 -0.19 0.05 0.5297
H -5.05071 -0.52652 -0.89748 0.01 0.03 0.00 0.4701
H -3.67881 -1.26759 -2.84842 -0.02 0.01 -0.12 0.4411
H -2.34518 -0.25527 -2.27201 -0.03 -0.01 -0.08 0.2701
H 0.45112 1.30909 -1.40206 -0.10 0.12 -0.05 0.5428
H 2.05751 1.76387 0.44924 0.01 0.10 0.02 0.5029
```
Forces are in eV/Å.

Results
HOMO-LUMO gap: 8.68 eV
HOMO: -7.98 eV
LUMO energy: 0.70 eV
E_tot: -1206.40139 a.u.
charge: 0

***

ORCA calculation (ωB97M-V/def2-TZVPD) on an isolated molecule of C21H27N3O3.

Geometry as XYZ:
```
54
Properties=species:S:1:pos:R:3:forces:R:3:mulliken_charge:R:1
C 7.13616 -2.16760 -0.42808 -0.44 0.12 0.12 -1.2426
C 5.77291 -2.41605 0.18996 0.23 -0.52 0.12 -0.2518
O 4.96816 -1.25827 -0.01644 -0.11 0.31 -0.06 -0.2184
C 3.70274 -1.33404 0.45647 0.13 -0.43 0.12 0.1414
O 3.28448 -2.32822 1.01048 0.03 0.16 -0.07 -0.6664
C 2.91813 -0.13476 0.24706 -0.64 -0.02 0.26 0.2451
C 1.63281 0.07554 0.74535 0.47 -0.08 -0.21 1.4452
C 0.85081 -0.86070 1.59459 0.06 -0.04 0.05 -1.8085
C 1.24870 1.36649 0.33764 0.50 -0.01 -0.03 0.6775
C 0.00280 2.10181 0.66876 0.17 -0.02 -0.06 0.0740
O 0.02046 3.13654 1.31519 0.13 0.26 0.12 -0.6823
N -1.15769 1.57174 0.20944 -0.30 -0.05 0.02 0.2616
C -1.29377 0.48490 -0.72680 0.00 -0.45 -0.13 -1.0098
C -2.32876 -0.53371 -0.23011 0.13 0.11 -0.21 -0.9425
N -3.57762 0.14925 0.01890 0.23 0.10 -0.12 0.2244
C -4.78393 -0.54015 -0.05962 -0.29 -0.20 -0.07 0.4648
C -4.85117 -1.93261 -0.14171 0.22 0.09 0.06 -0.2719
C -6.06746 -2.57471 -0.28473 -0.17 -0.04 -0.03 -0.7440
C -7.24594 -1.85334 -0.34074 -0.08 -0.14 -0.02 -0.4763
C -7.19269 -0.47138 -0.25830 -0.02 0.02 0.05 -0.6588
C -5.98280 0.17774 -0.12551 0.01 0.04 0.08 -0.2495
C -3.41309 1.19272 1.01040 0.05 0.30 -0.06 -0.6769
C -2.41477 2.22712 0.49652 -0.19 0.14 0.44 -0.9889
C 2.31146 1.91359 -0.36833 -0.35 0.08 0.06 0.2089
C 2.38554 3.26723 -0.97785 0.05 -0.04 -0.05 -1.9266
N 3.30518 0.99934 -0.43752 -0.27 0.07 0.13 -0.0429
C 4.55201 1.18751 -1.12707 0.52 0.09 -0.28 -1.0282
H 7.76815 -3.03784 -0.27758 0.08 -0.08 0.00 0.4214
H 7.03821 -1.98070 -1.49435 0.05 0.00 -0.12 0.3009
H 7.60604 -1.30367 0.03450 0.11 0.07 0.03 0.2986
H 5.27743 -3.28004 -0.26791 0.08 0.12 0.12 0.3244
H 5.85218 -2.60633 1.26644 -0.04 -0.01 -0.17 0.3093
H 1.47987 -1.24995 2.39216 -0.07 -0.06 0.05 0.5284
H 0.51549 -1.71918 1.01306 -0.08 -0.08 0.04 0.2171
H -0.00763 -0.35128 2.02547 -0.10 -0.01 0.03 0.4093
H -1.64315 0.88971 -1.68710 0.04 -0.10 0.03 0.3288
H -0.33047 -0.00028 -0.87715 -0.08 0.04 -0.03 0.4446
H -1.94885 -1.03089 0.67593 0.00 -0.04 -0.05 0.3730
H -2.47368 -1.27971 -1.01227 0.02 0.00 0.06 0.5931
H -3.95384 -2.52829 -0.07662 0.10 -0.02 0.01 0.3765
H -6.09101 -3.65356 -0.34178 0.00 -0.08 0.00 0.3605
H -8.19337 -2.35900 -0.44818 -0.08 -0.04 -0.01 0.3768
H -8.10326 0.10813 -0.30851 -0.06 0.05 -0.01 0.3594
H -5.96381 1.25677 -0.09170 0.03 0.09 -0.03 0.3892
H -3.02959 0.76568 1.95256 -0.05 0.06 -0.01 0.2260
H -4.36893 1.66980 1.21792 0.05 -0.02 0.00 0.4993
H -2.80506 2.69028 -0.41832 -0.01 -0.01 0.06 0.3068
H -2.22718 3.00104 1.24248 -0.06 -0.09 -0.12 0.4539
H 3.28800 3.78879 -0.66178 0.02 0.10 -0.02 0.4266
H 2.37480 3.21704 -2.06786 0.04 0.05 -0.05 0.3806
H 1.52726 3.84427 -0.64558 0.00 0.05 0.00 0.4240
H 4.51445 2.11294 -1.69643 -0.04 -0.03 0.04 0.4303
H 5.38009 1.23421 -0.41790 -0.03 0.02 -0.10 0.2690
H 4.73519 0.35614 -1.80749 0.00 0.14 0.03 0.3151
```
Forces are in eV/Å.

Results
HOMO-LUMO gap: 8.51 eV
HOMO: -7.87 eV
LUMO energy: 0.64 eV
E_tot: -1206.44568 a.u.
charge: 0